(1)
Below is a structure of composition C17H20AsBrKN3O2S3, with properties calculated with the ωB97M-V functional and the def2-TZVPD basis.

Computed properties:
ΔE to the lowest compared entry with this formula, charge and spin, kcal/mol: 4.9
HOMO level, eV: -8.65

```
! wB97M-V def2-TZVPD RIJCOSX def2/J DEFGRID3
* xyz 0 1
K 1.28 -0.18 0.86
C 1.10 -3.83 -0.87
C -0.02 -2.96 -1.34
N -0.26 -1.76 -0.90
C -1.36 -1.21 -1.51
C -1.97 -2.01 -2.42
S -1.14 -3.49 -2.54
C -1.81 0.13 -1.10
C -3.10 0.54 -1.08
S -3.21 2.12 -0.44
C -1.49 2.15 -0.26
N -0.90 1.06 -0.64
C -0.79 3.31 0.38
H 1.95 -3.21 -0.57
H 1.43 -4.51 -1.65
H 0.78 -4.42 -0.01
H -2.83 -1.79 -3.03
H -3.98 -0.02 -1.33
H -1.48 4.12 0.60
H -0.01 3.69 -0.28
H -0.34 2.97 1.31
Br -5.35 -1.39 1.47
C -3.75 -1.79 2.41
C -3.62 -3.00 3.08
N -2.51 -3.32 3.73
C -1.49 -2.46 3.72
C -1.54 -1.23 3.07
C -2.71 -0.89 2.41
C -0.34 -0.31 2.97
O 0.79 -0.77 3.27
O -0.55 0.81 2.43
H -4.43 -3.72 3.09
H -0.59 -2.76 4.23
H -2.77 0.06 1.90
C 1.99 2.15 -2.64
As 3.36 1.52 -1.46
C 4.99 2.33 -2.08
C 3.05 2.47 0.19
S 3.50 -0.53 -1.33
H 1.98 3.24 -2.68
H 1.03 1.78 -2.27
H 2.18 1.73 -3.63
H 4.88 3.41 -2.17
H 5.25 1.90 -3.05
H 5.78 2.09 -1.37
H 3.10 3.54 -0.01
H 3.84 2.21 0.91
H 2.08 2.24 0.62
*
```

=====

(2)
Below is an isolated molecule of C3H5N in a non-equilibrium geometry, with properties calculated with the ωB97M-V functional and the def2-TZVPD basis.

Computed properties:
ΔE to the lowest compared entry with this formula, charge and spin, kcal/mol: 10.1
SMILES: CCC#N
HOMO level, eV: -11.66

```
! wB97M-V def2-TZVPD RIJCOSX def2/J DEFGRID3
* xyz 0 1
C -0.91 -0.49 -0.16
C 0.17 0.50 0.32
C 1.52 0.16 -0.18
N 2.61 -0.12 -0.37
H -1.80 0.10 -0.20
H -0.74 -0.78 -1.18
H -1.02 -1.37 0.53
H 0.28 0.59 1.31
H -0.11 1.40 -0.07
*
```

=====

(3)
Below is a cluster of 2 separate species, C6H13N in total in a non-equilibrium geometry, with properties calculated with the ωB97M-V functional and the def2-TZVPD basis.

Computed properties:
ΔE to the lowest compared entry with this formula, charge and spin, kcal/mol: 143.9
HOMO level, eV: -6.67

```
! wB97M-V def2-TZVPD RIJCOSX def2/J DEFGRID3
* xyz 0 1
C -2.15 0.51 -0.82
C -0.83 1.17 -0.49
C -0.07 -0.02 0.16
C 1.27 0.25 0.41
C 2.27 -0.72 0.14
C 3.59 -0.55 -0.09
N -2.65 0.00 0.41
H -2.85 1.31 -1.13
H -1.97 -0.21 -1.63
H -0.99 1.96 0.25
H -0.29 1.60 -1.31
H -0.78 -0.20 1.02
H -0.14 -0.87 -0.52
H 1.55 1.23 0.75
H -4.12 -2.72 1.69
H 1.93 -1.74 0.04
H 4.21 -1.44 -0.12
H 4.04 0.41 0.08
H -4.26 -2.55 0.96
H -3.28 -0.77 0.18
*
```

=====

(4)
Below is a cluster of 2 separate species, C2H10N4S in total in a non-equilibrium geometry, with properties calculated with the ωB97M-V functional and the def2-TZVPD basis.

Computed properties:
ΔE to the lowest compared entry with this formula, charge and spin, kcal/mol: 26.4
HOMO level, eV: -16.90

```
! wB97M-V def2-TZVPD RIJCOSX def2/J DEFGRID3
* xyz 2 1
C 0.98 -1.01 -0.02
C 2.60 0.27 1.13
N -2.17 -0.10 -0.31
N 1.91 -0.14 -0.09
N -3.55 0.00 0.11
N 2.18 0.59 -1.23
S 0.08 -2.24 0.12
H 2.31 -0.37 1.97
H 3.67 0.18 0.98
H 2.35 1.30 1.37
H -2.12 -0.56 -1.21
H -4.17 0.56 -0.50
H -3.58 0.43 1.06
H -3.94 -0.95 0.20
H 2.99 1.18 -1.11
H 2.25 0.03 -2.07
H -1.77 0.83 -0.41
*
```

=====

| no. | E (a.u.) | frontier orbital gap (eV) |
| --- | --- | --- |
| 1 | -7578.9407 | 8.7 |
| 2 | -172.0390 | 12.5 |
| 3 | -290.9295 | 4.9 |
| 4 | -698.6723 | 8.1 |